{"formula": "C3H3ClS", "method": "ωB97M-V with the def2-TZVPD basis set", "total_energy_ev": -26513.745, "charge": 0, "e_above_lowest_kcal_mol": 51.1, "orbital_gap_ev": 8.542, "homo_energy_ev": -8.84, "smiles": "C#CCl.C=S", "elements": ["C", "C", "C", "S", "Cl", "H", "H", "H"], "positions_angstrom": [[0.70, -1.54, -0.88], [-0.17, 1.94, 1.38], [-1.01, 1.38, 0.73], [0.68, -2.31, -2.28], [-2.25, 0.70, -0.10], [0.11, -0.65, -0.69], [1.34, -1.90, -0.08], [0.61, 2.38, 1.92]]}

{"formula": "C38H52BF8N2O26", "method": "ωB97M-V with the def2-TZVPD basis set", "total_energy_ev": -118883.473, "charge": -1, "orbital_gap_ev": 5.321, "homo_energy_ev": -3.85, "elements": ["C", "C", "C", "O", "C", "C", "N", "C", "C", "C", "O", "B", "C", "C", "O", "C", "O", "C", "C", "N", "C", "C", "C", "O", "C", "F", "H", "H", "H", "H", "H", "H", "H", "H", "H", "H", "H", "H", "H", "H", "H", "H", "H", "H", "H", "H", "H", "H", "H", "H", "H", "H", "H", "H", "H", "H", "H", "C", "C", "O", "C", "O", "O", "F", "H", "H", "H", "C", "C", "O", "C", "O", "O", "F", "H", "H", "H", "C", "C", "O", "C", "O", "O", "F", "H", "H", "H", "C", "C", "O", "C", "O", "O", "F", "H", "H", "H", "C", "C", "O", "C", "O", "O", "F", "H", "H", "H", "C", "C", "O", "C", "O", "O", "F", "H", "H", "H", "C", "C", "O", "C", "O", "O", "F", "H", "H", "H"], "positions_angstrom": [[4.49, 6.30, -2.71], [3.92, 4.93, -3.17], [3.39, 4.93, -4.60], [1.98, 5.04, -4.67], [1.37, 3.84, -5.12], [-0.18, 3.93, -5.25], [-0.49, 3.08, -6.39], [-0.48, 1.81, -6.31], [0.54, 0.95, -7.05], [-1.52, 1.02, -5.54], [-0.93, 3.70, -4.12], [-1.05, 4.94, -3.29], [0.08, 4.75, -2.07], [-0.16, 3.45, -1.36], [0.54, 3.32, -0.07], [1.86, 3.08, -0.15], [2.58, 3.39, 0.79], [2.44, 2.36, -1.35], [2.01, 0.88, -1.38], [-2.41, 5.18, -2.61], [-3.44, 4.57, -3.01], [-4.56, 5.32, -3.72], [-3.71, 3.09, -2.80], [-0.71, 5.98, -4.30], [-0.52, 5.44, -5.51], [-1.71, 5.45, -6.30], [5.54, 6.21, -2.48], [3.95, 6.64, -1.84], [4.37, 7.06, -3.49], [3.12, 4.68, -2.49], [4.69, 4.16, -3.08], [3.72, 4.01, -5.10], [3.79, 5.75, -5.18], [1.61, 2.96, -4.50], [1.74, 3.63, -6.12], [0.75, 1.33, -8.05], [1.45, 0.99, -6.45], [0.23, -0.09, -7.13], [-2.37, 0.90, -6.21], [-1.16, 0.02, -5.32], [-1.77, 1.53, -4.61], [1.10, 4.90, -2.40], [-0.11, 5.54, -1.33], [0.01, 2.59, -2.00], [-1.22, 3.42, -1.11], [2.11, 2.84, -2.26], [3.51, 2.42, -1.24], [1.84, 0.48, -0.38], [2.78, 0.30, -1.87], [1.09, 0.74, -1.94], [-4.18, 6.26, -4.11], [-5.08, 4.71, -4.46], [-5.30, 5.57, -2.95], [-2.75, 2.58, -2.82], [-4.26, 2.69, -3.65], [-4.21, 2.88, -1.86], [0.18, 5.98, -6.14], [3.26, 1.28, 3.15], [3.99, 1.59, 4.44], [3.90, 0.36, 5.14], [3.82, -0.63, 4.21], [3.98, -1.78, 4.44], [3.53, -0.12, 3.00], [3.38, 2.56, 5.15], [2.19, 1.44, 3.24], [3.63, 1.85, 2.30], [5.04, 1.85, 4.31], [-1.91, 3.66, 2.04], [-2.74, 4.62, 2.86], [-3.59, 5.19, 1.89], [-3.76, 4.26, 0.90], [-4.61, 4.30, 0.09], [-2.82, 3.28, 1.01], [-1.98, 5.59, 3.43], [-1.03, 4.14, 1.60], [-1.58, 2.79, 2.61], [-3.34, 4.15, 3.64], [-2.42, -1.53, 0.70], [-2.08, -0.06, 0.56], [-1.86, 0.06, -0.84], [-2.62, -0.89, -1.46], [-2.87, -0.91, -2.61], [-3.05, -1.81, -0.56], [-0.94, 0.26, 1.22], [-1.52, -2.14, 0.80], [-3.09, -1.73, 1.52], [-2.87, 0.62, 0.86], [-2.74, -4.93, 3.61], [-1.31, -4.97, 4.10], [-0.83, -3.69, 3.70], [-1.89, -2.85, 3.69], [-1.80, -1.66, 3.64], [-3.05, -3.53, 3.72], [-0.59, -5.92, 3.48], [-2.81, -5.24, 2.57], [-3.41, -5.53, 4.21], [-1.21, -5.07, 5.18], [1.46, -8.11, 6.21], [0.85, -8.62, 7.50], [-0.31, -7.82, 7.62], [-0.69, -7.47, 6.36], [-1.76, -7.01, 6.10], [0.29, -7.71, 5.48], [1.66, -8.41, 8.56], [2.09, -7.24, 6.38], [2.02, -8.86, 5.67], [0.57, -9.68, 7.47], [5.27, -6.54, 4.76], [6.60, -7.18, 5.07], [6.22, -8.38, 5.71], [5.00, -8.73, 5.22], [4.51, -9.80, 5.34], [4.43, -7.69, 4.56], [7.33, -6.43, 5.93], [4.89, -5.96, 5.60], [5.29, -5.92, 3.87], [7.21, -7.41, 4.20], [-5.47, -4.30, -1.54], [-4.13, -4.96, -1.73], [-3.71, -5.19, -0.39], [-4.84, -5.33, 0.36], [-4.85, -5.78, 1.46], [-5.92, -4.90, -0.32], [-3.24, -4.16, -2.35], [-5.37, -3.23, -1.41], [-6.17, -4.51, -2.35], [-4.16, -5.92, -2.26]]}

{"formula": "C3H7N2O2", "method": "ωB97M-V with the def2-TZVPD basis set", "total_energy_ev": -10290.595, "charge": 1, "e_above_lowest_kcal_mol": 51.1, "orbital_gap_ev": 9.556, "homo_energy_ev": -14.28, "smiles": "[H]/N=C(\\CO)C([NH3+])=O", "elements": ["C", "C", "C", "N", "N", "O", "O", "H", "H", "H", "H", "H", "H", "H"], "positions_angstrom": [[-0.97, 0.52, -0.31], [0.45, -0.06, -0.05], [0.85, -0.19, 1.40], [1.22, -0.18, -1.04], [-1.85, -0.09, -1.58], [-1.48, 1.36, 0.32], [2.21, -0.06, 1.48], [0.54, -1.22, 1.75], [0.32, 0.31, 2.13], [2.29, -0.25, -1.11], [-2.75, 0.36, -1.31], [-2.02, -1.07, -1.24], [-1.43, -0.04, -2.51], [2.63, 0.60, 2.06]]}

{"formula": "C32H46ClF5O2P4PbTe", "method": "ωB97M-V with the def2-TZVPD basis set", "total_energy_ev": -113815.673, "charge": 2, "orbital_gap_ev": 4.152, "homo_energy_ev": -12.01, "elements": ["P", "C", "C", "H", "C", "H", "C", "H", "C", "H", "C", "H", "C", "C", "H", "C", "H", "C", "H", "C", "H", "C", "H", "C", "C", "H", "C", "H", "C", "H", "C", "H", "C", "H", "Pb", "C", "C", "H", "C", "O", "H", "C", "H", "C", "Cl", "P", "P", "C", "H", "H", "H", "C", "H", "H", "H", "C", "H", "H", "H", "C", "H", "H", "H", "C", "H", "H", "H", "C", "H", "H", "H", "P", "C", "C", "H", "H", "H", "H", "H", "H", "C", "H", "H", "H", "H", "F", "Te", "F", "F", "F", "F", "O"], "positions_angstrom": [[-1.66, -0.94, -3.15], [-3.38, -1.06, -3.78], [-3.89, -0.27, -4.82], [-3.26, 0.48, -5.31], [-5.22, -0.45, -5.24], [-5.60, 0.16, -6.06], [-6.03, -1.40, -4.62], [-7.06, -1.53, -4.95], [-5.53, -2.17, -3.57], [-6.16, -2.91, -3.09], [-4.22, -2.00, -3.14], [-3.82, -2.59, -2.31], [-1.05, 0.57, -4.01], [-1.34, 1.81, -3.39], [-1.88, 1.82, -2.44], [-0.94, 3.00, -4.00], [-1.18, 3.95, -3.53], [-0.24, 2.97, -5.21], [0.07, 3.90, -5.68], [0.06, 1.75, -5.82], [0.60, 1.72, -6.76], [-0.34, 0.55, -5.22], [-0.11, -0.40, -5.70], [-0.82, -2.27, -4.11], [-1.42, -2.95, -5.18], [-2.44, -2.71, -5.48], [-0.70, -3.93, -5.87], [-1.17, -4.45, -6.70], [0.60, -4.25, -5.49], [1.16, -5.02, -6.02], [1.20, -3.59, -4.41], [2.21, -3.83, -4.11], [0.49, -2.61, -3.71], [0.94, -2.10, -2.85], [-0.28, -0.18, 3.41], [1.80, 0.95, 2.46], [2.10, 1.19, 1.19], [2.47, 1.35, 3.25], [1.19, 0.78, 0.03], [1.99, -0.08, -0.81], [1.44, -0.45, -1.52], [-0.05, 0.05, 0.38], [0.94, 1.70, -0.53], [-1.04, -0.62, 0.63], [-2.66, -1.20, 3.73], [1.23, -2.36, 3.27], [-1.48, 2.23, 3.21], [0.54, -3.32, 4.66], [-0.54, -3.47, 4.46], [0.64, -2.74, 5.58], [1.05, -4.29, 4.76], [1.03, -3.33, 1.74], [1.42, -2.75, 0.89], [-0.05, -3.50, 1.57], [1.55, -4.29, 1.82], [2.99, -2.04, 3.55], [3.10, -1.39, 4.43], [3.41, -1.53, 2.67], [3.52, -2.99, 3.73], [-2.23, 2.39, 4.85], [-1.43, 2.47, 5.60], [-2.79, 1.46, 5.05], [-2.89, 3.26, 4.87], [-0.40, 3.66, 2.93], [0.05, 3.59, 1.93], [0.40, 3.64, 3.69], [-0.98, 4.59, 3.02], [-2.81, 2.18, 1.97], [-3.41, 1.28, 2.15], [-2.37, 2.12, 0.97], [-3.42, 3.09, 2.08], [3.72, 1.96, 0.78], [4.43, 2.70, 2.25], [3.42, 3.21, -0.46], [4.63, 1.92, 3.00], [3.75, 3.45, 2.67], [5.38, 3.19, 2.00], [2.97, 2.76, -1.35], [4.37, 3.68, -0.74], [2.75, 3.98, -0.06], [4.83, 0.71, 0.14], [5.05, -0.03, 0.91], [5.77, 1.19, -0.17], [4.36, 0.22, -0.72], [-1.92, -1.24, 0.79], [-0.66, -1.02, 6.52], [0.67, 0.29, 6.97], [0.69, -0.50, 8.70], [1.95, -1.05, 6.48], [-0.75, 1.42, 7.57], [2.04, 1.48, 7.56], [0.63, 0.98, 5.26]]}

{"formula": "C2H10N2O", "method": "ωB97M-V with the def2-TZVPD basis set", "total_energy_ev": -7262.960, "charge": 0, "e_above_lowest_kcal_mol": 22.2, "orbital_gap_ev": 9.550, "homo_energy_ev": -8.80, "smiles": "NCCN.O", "elements": ["C", "C", "N", "N", "H", "H", "H", "H", "H", "H", "H", "H", "H", "H", "O"], "positions_angstrom": [[-0.05, -0.03, 0.55], [-0.91, -1.25, 0.12], [-1.02, -1.31, -1.33], [0.94, -0.43, 1.60], [0.63, 0.22, -0.31], [-0.66, 0.80, 0.91], [-0.45, -2.11, 0.58], [-1.84, -1.20, 0.71], [-0.28, -1.75, -1.85], [-1.19, -0.40, -1.76], [0.79, 0.07, 2.46], [1.09, -1.42, 1.74], [1.21, 2.44, -1.68], [0.43, 3.21, -0.68], [1.31, 3.18, -1.07]]}

{"formula": "C19H13Br2Cl2NO6STi", "method": "ωB97M-V with the def2-TZVPD basis set", "total_energy_ev": -232777.173, "charge": -2, "e_above_lowest_kcal_mol": 34.1, "orbital_gap_ev": 4.679, "homo_energy_ev": -0.99, "elements": ["Ti", "C", "C", "C", "C", "C", "C", "Br", "C", "C", "Br", "C", "O", "C", "N", "H", "H", "H", "H", "H", "H", "O", "C", "O", "C", "C", "C", "C", "C", "C", "S", "H", "H", "H", "H", "O", "H", "H", "Cl", "C", "Cl", "C", "O", "O", "H"], "positions_angstrom": [[0.29, -0.38, -0.45], [-0.81, -2.58, 2.02], [-0.30, -1.28, 2.52], [-0.10, -1.06, 3.91], [0.39, 0.12, 4.36], [0.70, 1.15, 3.44], [1.19, 2.44, 3.77], [1.46, 2.91, 5.60], [1.47, 3.36, 2.81], [1.28, 3.04, 1.45], [1.68, 4.33, 0.14], [0.82, 1.80, 1.06], [0.64, 1.45, -0.19], [0.50, 0.86, 2.09], [-0.02, -0.32, 1.66], [-1.32, -3.13, 2.81], [0.03, -3.20, 1.67], [-1.48, -2.45, 1.17], [-0.32, -1.87, 4.59], [0.56, 0.27, 5.42], [1.84, 4.34, 3.08], [-2.45, 1.77, -0.54], [-1.95, 0.96, -1.29], [-1.52, -0.24, -0.90], [-1.82, 1.19, -2.76], [-2.87, 1.87, -3.37], [-2.89, 2.09, -4.74], [-1.81, 1.66, -5.50], [-0.75, 1.01, -4.90], [-0.72, 0.74, -3.52], [0.70, -0.10, -2.90], [-3.68, 2.21, -2.74], [-3.73, 2.60, -5.20], [-1.79, 1.83, -6.57], [0.10, 0.69, -5.49], [-0.20, -2.49, -0.93], [0.05, -3.43, -0.64], [0.01, -2.47, -1.87], [3.12, -2.96, -1.86], [3.05, -2.98, -0.08], [0.10, -5.28, 0.02], [2.55, -1.96, 0.65], [2.49, -1.84, 1.90], [1.97, -0.87, -0.07], [3.55, -3.82, 0.37]]}

{"formula": "C26H76N6O9", "method": "ωB97M-V with the def2-TZVPD basis set", "total_energy_ev": -55558.313, "charge": 0, "e_above_lowest_kcal_mol": 0.0, "orbital_gap_ev": 9.469, "homo_energy_ev": -9.15, "smiles": "COC[C@H](C)N.COC[C@H](C)N.COC[C@H](C)N.COC[C@H](C)N.COC[C@H](C)N.COC[C@H](C)N.CCO.O.O", "elements": ["C", "C", "O", "H", "H", "H", "H", "H", "H", "O", "H", "H", "O", "H", "H", "C", "C", "C", "O", "C", "N", "H", "H", "H", "H", "H", "H", "H", "H", "H", "H", "H", "C", "C", "C", "O", "C", "N", "H", "H", "H", "H", "H", "H", "H", "H", "H", "H", "H", "C", "C", "C", "O", "C", "N", "H", "H", "H", "H", "H", "H", "H", "H", "H", "H", "H", "C", "C", "C", "O", "C", "N", "H", "H", "H", "H", "H", "H", "H", "H", "H", "H", "H", "C", "C", "C", "O", "C", "N", "H", "H", "H", "H", "H", "H", "H", "H", "H", "H", "H", "C", "C", "C", "O", "C", "N", "H", "H", "H", "H", "H", "H", "H", "H", "H", "H", "H"], "positions_angstrom": [[2.12, 4.05, -3.57], [3.43, 4.71, -3.15], [4.12, 3.98, -2.17], [1.38, 4.16, -2.78], [2.32, 3.00, -3.79], [1.76, 4.39, -4.55], [3.28, 5.73, -2.78], [4.02, 4.82, -4.07], [3.67, 3.15, -1.92], [-2.29, -3.02, -4.24], [-3.12, -3.38, -3.90], [-1.76, -2.83, -3.44], [2.81, 1.62, -1.53], [3.23, 0.96, -0.96], [1.86, 1.38, -1.52], [-1.43, -1.96, 0.28], [-1.38, -0.90, -0.82], [-0.29, 0.11, -0.40], [0.09, 1.00, -1.46], [-0.97, 1.88, -1.79], [-0.93, -1.62, -2.06], [-1.85, -1.60, 1.23], [-0.50, -2.45, 0.55], [-2.17, -2.72, 0.01], [-2.33, -0.42, -1.04], [0.64, -0.38, -0.12], [-0.63, 0.71, 0.46], [-1.32, 2.42, -0.90], [-1.83, 1.36, -2.21], [-0.60, 2.63, -2.49], [-0.26, -0.97, -2.47], [-0.34, -2.35, -1.67], [2.78, -2.61, -2.05], [4.20, -2.20, -2.37], [4.32, -1.04, -3.36], [3.46, -1.34, -4.44], [3.57, -0.45, -5.53], [4.81, -1.82, -1.08], [2.70, -3.58, -1.56], [2.21, -2.81, -2.97], [2.20, -1.85, -1.52], [4.75, -3.05, -2.80], [5.33, -0.97, -3.78], [4.11, -0.11, -2.82], [4.59, -0.46, -5.91], [3.22, 0.55, -5.25], [3.01, -0.86, -6.37], [4.82, -2.60, -0.42], [5.82, -1.69, -1.16], [-6.67, 5.23, -2.56], [-5.17, 4.88, -2.39], [-4.88, 3.45, -2.83], [-5.05, 2.56, -1.74], [-4.90, 1.21, -2.13], [-4.37, 5.81, -3.20], [-6.93, 6.23, -2.24], [-7.22, 4.45, -2.04], [-6.91, 5.13, -3.63], [-4.90, 5.00, -1.34], [-3.81, 3.31, -3.07], [-5.54, 3.16, -3.65], [-5.09, 0.57, -1.27], [-3.84, 1.05, -2.35], [-5.51, 0.99, -3.01], [-4.68, 6.73, -2.93], [-4.44, 5.65, -4.19], [-0.05, 5.39, 5.51], [-0.37, 3.91, 5.59], [0.50, 3.07, 4.69], [0.26, 3.21, 3.30], [-0.87, 2.46, 2.91], [-0.32, 3.44, 7.01], [0.19, 5.81, 4.54], [0.84, 5.61, 6.12], [-0.79, 6.03, 5.99], [-1.44, 3.87, 5.38], [0.62, 1.99, 4.91], [1.53, 3.38, 4.93], [-1.17, 2.75, 1.91], [-1.72, 2.56, 3.59], [-0.65, 1.39, 2.87], [0.58, 3.68, 7.40], [-0.50, 2.45, 6.88], [0.18, -7.25, 2.31], [-0.56, -6.84, 1.05], [-1.92, -6.23, 1.33], [-1.70, -4.99, 2.01], [-2.89, -4.40, 2.49], [0.30, -5.88, 0.31], [0.66, -6.49, 2.93], [1.04, -7.80, 1.91], [-0.42, -7.77, 3.06], [-0.66, -7.67, 0.34], [-2.46, -6.86, 2.05], [-2.52, -6.12, 0.42], [-3.34, -4.99, 3.30], [-3.53, -4.08, 1.66], [-2.51, -3.47, 2.93], [0.06, -4.96, 0.68], [-0.11, -5.79, -0.62], [2.96, 0.06, 3.45], [3.02, -0.96, 2.32], [1.72, -1.82, 2.35], [1.77, -2.62, 3.50], [0.69, -3.51, 3.55], [3.20, -0.31, 1.04], [2.89, -0.33, 4.46], [2.10, 0.71, 3.29], [3.87, 0.64, 3.34], [3.78, -1.74, 2.47], [1.69, -2.42, 1.43], [0.83, -1.20, 2.16], [0.54, -4.10, 2.64], [-0.29, -3.04, 3.73], [0.86, -4.21, 4.37], [3.44, -0.93, 0.27], [3.93, 0.37, 1.20]]}